C86H186F9NO6P5S2 | ωB97M-V/def2-TZVPD

Positions of all 295 atoms, in Å:
C1 -1.53614 0.98859 -1.83646
O1 -1.83977 -0.38798 -2.19830
O2 -1.44253 1.80970 -2.85785
C2 -2.81939 1.42918 -1.02818
F1 -2.69198 2.75115 -0.47200
F2 -3.92758 1.51005 -1.72772
F3 -3.00855 0.69242 0.12649
C3 -0.96144 -1.29349 -1.56565
C4 -1.69116 -2.66289 -1.66319
H1 -0.98790 -3.48876 -1.41661
H2 -2.58062 -2.67292 -1.13677
H3 -1.91329 -2.86793 -2.72961
H4 -0.80462 -0.92727 -0.46631
H5 0.07433 -1.28353 -1.89652
H6 -0.62551 1.00586 -1.22854
C5 4.20924 3.42274 5.07558
C6 2.79418 2.89725 5.02182
C7 2.68613 1.57947 5.71566
C8 1.32581 0.89090 5.53351
P1 1.08285 -0.74128 6.06186
C9 -0.60959 -1.21915 6.43771
C10 -1.39060 -0.13441 7.18478
C11 -2.47465 -0.68321 8.02611
C12 -3.27532 0.45760 8.57414
C13 1.76998 -1.84738 4.86797
C14 2.05316 -3.38139 5.13920
C15 2.85596 -4.07545 4.04803
C16 2.10695 -4.25035 2.69920
C17 2.13626 -1.03081 7.58053
C18 1.75314 -0.43108 9.00215
C19 2.56892 -1.08252 10.11067
C20 2.17554 -0.53553 11.57836
H7 4.86716 2.64430 4.72322
H8 4.50371 3.70877 6.08895
H9 4.36722 4.30872 4.41166
H10 2.49438 2.92739 3.97687
H11 2.06403 3.57965 5.42246
H12 2.88063 1.75766 6.77485
H13 3.51796 0.94742 5.33789
H14 1.14360 0.75768 4.49103
H15 0.56003 1.56074 5.90500
H16 -0.54173 -2.12311 7.05365
H17 -1.14193 -1.57242 5.51757
H18 -1.78737 0.61051 6.44436
H19 -0.70524 0.43922 7.85173
H20 -2.03685 -1.32033 8.78007
H21 -3.05283 -1.34134 7.39128
H22 -4.19998 0.01373 8.95921
H23 -3.49318 1.17774 7.81200
H24 -2.86589 1.00299 9.44921
H25 2.73359 -1.37725 4.58734
H26 1.12649 -1.77554 3.97892
H27 1.15310 -3.93288 5.34233
H28 2.62495 -3.48408 6.06853
H29 3.16955 -4.99617 4.58228
H30 3.88265 -3.67741 3.96152
H31 2.46362 -5.18724 2.14058
H32 2.11964 -3.42208 2.02795
H33 1.09827 -4.47365 2.90651
H34 3.20137 -0.83440 7.35572
H35 2.08437 -2.15232 7.67965
H36 0.68475 -0.53374 9.21549
H37 1.96359 0.64737 9.04346
H38 3.61763 -0.82355 10.04582
H39 2.42431 -2.17066 10.21483
H40 2.87372 -1.05282 12.18203
H41 1.23548 -0.88602 11.86550
H42 2.24099 0.56219 11.65954
C21 2.98913 6.27431 2.60191
C22 2.86881 5.41838 1.35085
C23 1.39345 5.05039 1.02616
C24 0.93371 4.38680 -0.32193
P2 0.70198 5.41587 -1.72271
C25 -0.26000 6.90775 -1.30709
C26 -1.72315 6.63112 -1.04842
C27 -2.24610 7.64886 -0.11555
C28 -2.44180 9.09579 -0.72071
C29 2.20169 6.24142 -2.28552
C30 3.46647 5.41971 -2.63073
C31 4.59047 6.28145 -3.11031
C32 4.21094 7.16628 -4.38250
C33 -0.14805 4.53421 -3.00120
C34 -0.56030 5.28503 -4.26930
C35 -1.54170 4.45774 -5.18625
C36 -2.95405 4.24662 -4.51060
H43 2.84782 5.61196 3.45270
H44 2.32653 7.10847 2.71066
H45 4.01184 6.66298 2.53675
H46 3.50066 4.52229 1.41576
H47 3.20294 5.96951 0.40223
H48 0.90186 6.05947 1.12299
H49 1.07323 4.37501 1.87684
H50 -0.02816 3.87719 -0.08176
H51 1.59083 3.56958 -0.63672
H52 -0.03282 7.62789 -2.11557
H53 0.23767 7.35166 -0.51045
H54 -1.97001 5.61338 -0.72789
H55 -2.27468 6.75741 -1.98485
H56 -1.64043 7.66582 0.79854
H57 -3.27344 7.35868 0.09267
H58 -1.54039 9.45894 -1.19667
H59 -2.81166 9.80696 0.05099
H60 -3.20117 8.97476 -1.48652
H61 2.43855 7.09100 -1.58641
H62 1.77556 6.62282 -3.18879
H63 3.26000 4.66636 -3.35517
H64 3.83843 4.88917 -1.68635
H65 5.53390 5.67162 -3.26198
H66 4.71663 6.91633 -2.15724
H67 5.07632 7.64442 -4.78832
H68 3.55931 7.96331 -4.04991
H69 3.65699 6.53447 -5.05138
H70 -0.94495 4.05980 -2.43833
H71 0.41716 3.58014 -3.30789
H72 0.25817 5.69276 -4.84644
H73 -1.16326 6.11416 -3.98594
H74 -1.01347 3.53185 -5.35910
H75 -1.64925 5.08763 -6.12885
H76 -3.49320 3.61920 -5.22692
H77 -3.58770 5.15287 -4.33165
H78 -2.84723 3.75127 -3.55883
C37 -4.56118 -0.03210 -4.97211
C38 -4.24818 -0.06899 -6.46084
C39 -2.83700 -0.68004 -6.58451
C40 -1.85659 0.39140 -6.06592
P3 -0.06867 0.09268 -6.08736
C41 0.85490 1.58231 -5.82915
C42 2.34126 1.64019 -6.20894
C43 2.76493 3.18039 -5.90260
C44 2.27535 4.22249 -6.92164
C45 0.53424 -1.17159 -4.84730
C46 0.00601 -2.65721 -4.89040
C47 0.81883 -3.49299 -3.88902
C48 0.14917 -4.88826 -3.72577
C49 0.34349 -0.58806 -7.71606
C50 -0.09708 0.25019 -8.88668
C51 -0.03082 -0.57661 -10.18955
C52 -1.26810 -1.39145 -10.31388
H79 -5.61725 0.29424 -4.95711
H80 -3.95334 0.75637 -4.49630
H81 -4.30985 -0.94830 -4.36232
H82 -4.34298 0.93307 -6.93860
H83 -4.92504 -0.85646 -6.98129
H84 -2.60238 -0.80350 -7.62063
H85 -2.72512 -1.58995 -6.01303
H86 -2.14705 0.67999 -4.99388
H87 -1.83757 1.31511 -6.63373
H88 0.69682 1.87630 -4.76961
H89 0.30734 2.38115 -6.40456
H90 2.61088 1.27433 -7.17903
H91 2.90854 1.09824 -5.46213
H92 3.81498 3.14230 -5.88023
H93 2.38132 3.50099 -4.88448
H94 2.45496 5.20161 -6.44841
H95 1.22268 4.08965 -7.14450
H96 2.83155 4.39375 -7.78157
H97 0.29409 -0.75307 -3.87096
H98 1.61223 -1.25118 -4.91992
H99 0.17212 -3.15490 -5.86726
H100 -1.08516 -2.77481 -4.63934
H101 0.86009 -3.11926 -2.90873
H102 1.85095 -3.58474 -4.21340
H103 0.27608 -5.49478 -4.60013
H104 -0.97973 -4.84379 -3.54835
H105 0.66614 -5.45704 -2.95301
H106 -0.24246 -1.53224 -7.67340
H107 1.46236 -0.72279 -7.78880
H108 0.52068 1.10854 -9.07471
H109 -1.10972 0.57499 -8.74229
H110 0.88698 -1.18653 -10.04557
H111 0.17841 0.07987 -11.05433
H112 -2.07401 -0.72240 -10.57672
H113 -1.55401 -1.97027 -9.46621
H114 -1.20576 -2.15277 -11.04967
C53 0.30100 -6.86252 -0.62107
C54 0.61704 -7.75907 0.57770
C55 2.05844 -7.60903 0.90604
C56 3.00796 -8.32391 -0.03632
P4 4.79392 -8.02406 0.33059
C57 6.08846 -8.96327 -0.62873
C58 5.53911 -10.40536 -0.98541
C59 6.43698 -11.42586 -1.71790
C60 6.55643 -11.00267 -3.19128
C61 5.00762 -6.23562 0.07337
C62 4.62763 -5.70433 -1.33390
C63 4.73815 -4.17304 -1.29606
C64 6.17493 -3.69470 -0.99693
C65 5.31443 -8.35409 2.02152
C66 5.07156 -9.73545 2.70815
C67 5.51364 -9.81817 4.21404
C68 4.53928 -9.17353 5.15671
H115 0.74667 -7.27080 -1.54286
H116 0.62056 -5.85082 -0.48386
H117 -0.75091 -6.79009 -0.80553
H118 0.38854 -8.77514 0.41790
H119 -0.05072 -7.36722 1.33290
H120 2.25076 -7.93697 1.97482
H121 2.37598 -6.54477 0.86508
H122 2.92310 -8.14214 -1.12109
H123 2.85655 -9.38564 0.03375
H124 6.98726 -9.03158 0.03253
H125 6.23616 -8.45480 -1.59902
H126 4.57691 -10.31431 -1.54005
H127 5.25017 -10.83411 -0.03000
H128 5.92004 -12.37510 -1.66172
H129 7.39891 -11.47290 -1.21581
H130 6.68221 -9.88936 -3.33346
H131 5.51279 -11.19846 -3.52362
H132 7.22305 -11.65729 -3.73230
H133 6.02249 -5.97789 0.41832
H134 4.32564 -5.77873 0.77679
H135 3.68956 -6.18236 -1.60721
H136 5.30669 -6.08588 -2.12120
H137 4.14541 -3.78011 -0.41627
H138 4.30490 -3.74851 -2.20911
H139 6.27730 -2.63783 -1.14204
H140 6.91550 -4.24180 -1.52099
H141 6.40689 -4.02505 0.06568
H142 4.74667 -7.65297 2.60091
H143 6.35142 -8.07297 2.00685
H144 5.60881 -10.50342 2.19487
H145 4.07419 -10.11507 2.74283
H146 6.57837 -9.40015 4.29824
H147 5.71643 -10.90004 4.29795
H148 4.54975 -8.09756 4.87908
H149 4.93802 -9.13404 6.18100
H150 3.51099 -9.48311 5.16787
C69 -1.57945 3.53488 3.38947
C70 -2.96738 3.66073 3.77631
C71 -3.90902 3.40814 2.63313
C72 -5.31597 4.00158 2.81446
P5 -6.58849 3.29884 1.79591
C73 -6.43370 1.50385 2.00467
C74 -7.59358 0.57716 1.54946
C75 -7.16369 -0.86748 1.43571
C76 -6.78358 -1.52254 2.72800
C77 -8.21603 3.90388 2.21604
C78 -8.58020 3.49049 3.57533
C79 -10.00296 3.92613 4.03877
C80 -10.11391 5.41200 4.45771
C81 -6.16995 3.75939 0.10319
C82 -7.02041 3.16467 -0.94582
C83 -6.69954 3.85844 -2.22446
C84 -6.92691 3.05342 -3.49129
H151 -1.18431 2.55270 3.44428
H152 -0.91014 4.10330 4.04358
H153 -1.33574 3.85051 2.35686
H154 -3.16708 4.67609 4.07294
H155 -3.27439 3.06187 4.62430
H156 -4.02315 2.29007 2.51216
H157 -3.54334 3.76616 1.68960
H158 -5.30978 5.07704 2.76378
H159 -5.63474 3.84572 3.84103
H160 -6.37384 1.26528 3.03923
H161 -5.49873 1.21835 1.50148
H162 -8.01837 0.89022 0.59260
H163 -8.43376 0.68234 2.29316
H164 -6.28865 -0.88773 0.74436
H165 -7.92333 -1.36285 0.86213
H166 -7.16054 -2.55016 2.88710
H167 -7.16489 -0.93033 3.51794
H168 -5.72074 -1.58002 2.75166
H169 -8.98492 3.59912 1.50509
H170 -8.14887 4.98604 2.14076
H171 -7.91422 3.97747 4.28026
H172 -8.47805 2.41686 3.80852
H173 -10.23029 3.37531 4.99615
H174 -10.75094 3.56034 3.33957
H175 -9.21470 5.69643 5.01249
H176 -10.94565 5.66808 5.08961
H177 -10.16685 6.10978 3.61675
H178 -5.13372 3.55530 -0.18801
H179 -6.22718 4.88458 -0.01746
H180 -8.12982 3.16418 -0.72252
H181 -6.65386 2.08730 -0.95065
H182 -5.66055 4.24609 -2.13707
H183 -7.29931 4.76746 -2.34129
H184 -7.99945 2.74922 -3.51509
H185 -6.37776 2.06856 -3.39719
H186 -6.57577 3.50593 -4.43486
C85 3.85627 0.84914 1.45930
F4 3.71043 1.00211 2.79801
F5 4.21556 2.04247 1.00786
F6 4.78206 -0.06778 1.28539
S1 2.21007 0.32010 0.77058
O3 1.82273 -0.88641 1.47207
O4 1.49702 1.55627 1.01296
N1 2.48624 -0.15147 -0.75601
S2 2.79949 0.71046 -2.04938
O5 2.54668 -0.14763 -3.17972
O6 2.29453 2.05109 -2.11094
C86 4.56021 0.86654 -2.23337
F7 5.21471 -0.28644 -2.05137
F8 4.81206 1.24754 -3.48196
F9 5.17457 1.75387 -1.43449

Properties
E_LUMO ... -4.6 eV
Total charge ... +3
HOMO energy ... -12.0 eV